# 1
The molecule C4H6N2O, computed with the ωB97M-V functional and the def2-TZVPD basis.

The geometry in XYZ format:
```
13
Properties=species:S:1:pos:R:3:forces:R:3:nbo_charge:R:1
C -2.187903 0.476995 0.006838 0.014 -0.063 0.019 -0.626
C -0.764764 -0.033471 0.065788 -0.039 0.560 -0.306 -0.108
N -0.396377 -0.995772 -0.964987 -0.144 0.287 0.683 -0.087
O 0.935649 -1.034738 -0.868030 0.057 0.216 0.343 -0.271
C 1.356976 -0.128580 0.096414 -0.089 -0.057 0.058 0.401
N 2.719590 -0.098566 0.256488 -0.148 0.070 -0.113 -0.808
C 0.340377 0.524714 0.763867 0.033 -0.313 -0.379 -0.397
H -2.831440 -0.178569 -0.589997 0.157 0.087 0.129 0.224
H -2.601371 0.581499 1.014198 0.143 -0.024 -0.186 0.238
H -2.178045 1.469741 -0.455301 0.036 -0.197 0.081 0.240
H 3.037640 0.680623 0.817031 -0.111 -0.162 -0.120 0.409
H 3.288635 -0.296283 -0.555562 -0.128 0.012 0.129 0.393
H -0.820541 -1.223754 0.356993 0.221 -0.415 -0.338 0.391
```
Forces are in eV/Å.

E_HOMO: -8.40 eV
Energy above the lowest of the compared OMol25 structures with the same formula, charge and spin: 6.1093 eV
Charge: 0

=====

# 2
The ion C4H6N3 with charge +1, computed with the ωB97M-V functional and the def2-TZVPD basis.

The geometry in XYZ format:
```
13
Properties=species:S:1:pos:R:3:forces:R:3:nbo_charge:R:1
C 2.675255 -0.050696 -0.068762 -6.264 0.154 0.375 0.203
C 0.964474 -0.053801 -0.014298 3.736 0.378 -0.183 0.556
C -1.182654 0.814040 -0.014512 -1.079 -1.329 2.108 -0.238
C -1.209576 -0.774459 0.002008 1.584 2.379 -1.510 -0.216
N 3.797163 0.149668 -0.026958 0.875 -0.029 -0.052 -0.160
N 0.250026 1.055993 -0.006686 -0.186 -2.569 -0.757 -0.502
N 0.219005 -1.120984 0.015721 -0.131 2.732 -0.515 -0.487
H -1.741220 1.297953 -0.815585 0.486 -0.312 -0.310 0.251
H -1.666415 1.150683 0.926854 0.589 0.145 -0.452 0.243
H -1.554112 -1.303072 0.794919 -1.906 -0.739 2.665 0.233
H -1.715456 -1.062537 -0.864573 -0.398 -1.007 -1.506 0.236
H 0.618849 1.895293 0.227420 1.519 3.176 0.604 0.439
H 0.544660 -1.998081 -0.155547 1.175 -2.979 -0.466 0.442
```
Forces are in eV/Å.

E_HOMO: -15.64 eV
Energy above the lowest of the compared OMol25 structures with the same formula, charge and spin: 1.9566 eV
Charge: +1
SMILES: N#CC1=[NH+]CCN1

=====

# 3
The molecule C7H16N2O, computed with the ωB97M-V functional and the def2-TZVPD basis.

The geometry in XYZ format:
```
26
Properties=species:S:1:pos:R:3:forces:R:3:nbo_charge:R:1
C -1.237097 -0.149016 1.655976 -2.043 2.889 -0.075 -0.210
C -0.568910 0.882399 0.645045 -1.410 -2.786 -1.394 -0.278
C -1.415820 0.769630 -0.688144 -1.266 1.449 -0.413 -0.413
C -1.065526 -0.354539 -1.597289 1.399 -1.503 -1.295 -0.401
C 0.541761 -0.258629 -1.961129 -2.498 -2.466 -2.116 -0.416
C 1.323176 0.632036 -1.101878 -1.577 3.528 0.625 -0.444
C 0.955247 0.604009 0.388425 0.960 2.702 -0.917 0.103
H 0.251649 -0.584523 2.774445 -0.248 0.926 1.081 0.364
H -0.499198 0.939605 3.240207 -0.091 -3.111 -0.628 0.346
H -2.370533 0.096871 1.853176 1.913 -0.281 -1.088 0.183
H -1.181733 -1.097180 1.160882 0.067 -0.798 0.187 0.201
H -0.676045 1.894634 0.905885 -0.108 1.247 1.065 0.207
H -2.564413 0.754199 -0.563933 1.729 0.069 0.576 0.218
H -1.275733 1.680373 -1.345441 0.033 -0.521 0.940 0.196
H -1.691549 -0.234835 -2.555740 1.007 -0.499 1.370 0.210
H -1.239223 -1.400957 -1.152495 0.054 1.588 -0.620 0.205
H 0.606230 0.063459 -3.074131 0.197 -0.803 1.783 0.212
H 0.912831 -1.331291 -1.769275 -0.597 1.751 -1.270 0.209
H 2.356874 0.411828 -1.211555 1.098 0.246 -0.035 0.216
H 1.106447 1.765788 -1.354960 0.727 -2.085 -0.025 0.204
H 1.594392 1.503611 0.763358 -1.315 -1.395 -0.017 0.199
H 2.127718 -1.817386 -0.499260 -1.702 0.057 2.562 0.346
H 1.738260 -2.428659 1.224344 -1.350 2.150 -3.902 0.371
N -0.657672 -0.128243 2.977977 1.578 1.461 0.318 -0.831
N 1.336338 -1.761289 0.292075 3.270 -1.390 2.856 -0.556
O 1.592531 -0.451894 0.993438 0.173 -2.425 0.430 -0.441
```
Forces are in eV/Å.

E_HOMO: -8.78 eV
Energy above the lowest of the compared OMol25 structures with the same formula, charge and spin: 5.4087 eV
Charge: 0
SMILES: NC[C@@H]1CCCC[C@@H]1ON

=====

# 4
The molecule C4H6N2O, computed with the ωB97M-V functional and the def2-TZVPD basis.

The geometry in XYZ format:
```
13
Properties=species:S:1:pos:R:3:forces:R:3:nbo_charge:R:1
N -1.992233 0.411778 -0.243764 -0.093 -0.002 0.269 -0.799
C -0.702338 -0.130472 -0.119396 0.230 0.045 0.108 0.046
C -0.535249 -1.534544 -0.561222 0.147 -0.127 0.034 0.093
N 0.540813 -2.167242 -0.321079 -0.425 -0.011 -0.183 -0.574
C 1.361194 1.349460 0.372155 -0.499 0.038 -0.104 0.073
O 2.245580 1.462578 1.408503 0.042 0.144 0.047 -0.677
C 0.348431 0.531138 0.321044 -0.064 0.126 0.021 -0.065
H -2.737599 -0.141773 0.157481 0.017 -0.014 -0.001 0.371
H -2.044938 1.373895 0.065348 -0.006 -0.172 0.011 0.384
H -1.416071 -1.973139 -1.048531 0.129 -0.012 -0.050 0.155
H 0.480200 -3.119392 -0.679875 0.008 0.048 -0.035 0.336
H 3.063695 1.847682 1.072014 -0.197 0.010 0.083 0.480
H 1.388521 2.090030 -0.422679 0.710 -0.074 -0.200 0.175
```
Forces are in eV/Å.

E_HOMO: -8.40 eV
Energy above the lowest of the compared OMol25 structures with the same formula, charge and spin: 3.2425 eV
Charge: 0
SMILES: [H]/N=C/C(N)=C=CO

=====

# 5
A structure of composition C6H14AgF2N2O2Pt, computed with the ωB97M-V functional and the def2-TZVPD basis.

The geometry in XYZ format:
```
28
Properties=species:S:1:pos:R:3:forces:R:3:nbo_charge:R:1
Ag 1.664899 -2.569187 -4.695104 -0.067 0.046 -0.437 0.967
Pt 2.561487 -4.893219 -2.528356 -0.888 -0.196 0.006 1.450
F 1.730267 -3.024538 -2.535793 0.235 0.057 0.474 -0.778
F 2.218864 -4.813135 -4.546196 0.239 0.143 -0.276 -0.774
C 1.207341 -5.863091 -7.761379 0.079 -0.534 0.417 0.537
O 0.104720 -5.815902 -8.257786 0.100 0.443 -0.344 -0.596
N 2.198533 -6.719185 -8.130755 0.130 0.022 -0.391 -0.449
C 2.149898 -7.309819 -9.449453 0.303 -0.082 -0.752 -0.418
C 3.140236 -7.245974 -7.179338 0.179 0.606 1.009 -0.406
H 1.512792 -5.203800 -6.928559 -0.063 -0.161 0.205 0.090
H 3.114032 -7.744523 -9.722146 0.073 -0.015 0.439 0.208
H 2.015016 -6.515995 -10.186345 -0.429 -0.099 0.049 0.218
H 1.406317 -8.093975 -9.594825 -0.212 0.144 0.185 0.208
H 3.072997 -6.669363 -6.247961 -0.163 0.018 -0.137 0.208
H 2.906055 -8.275308 -6.896925 0.112 -0.094 -0.255 0.197
H 4.183780 -7.146984 -7.483027 -0.097 -0.229 -0.370 0.201
C -0.067183 -6.712620 -1.912710 -0.121 0.729 0.044 0.570
O 1.010355 -6.328071 -2.424683 0.423 -0.601 0.091 -0.767
N -1.233498 -6.175315 -2.187243 -0.122 0.155 0.990 -0.347
C -2.403969 -6.490386 -1.336729 0.493 -0.609 -0.203 -0.416
C -1.356970 -5.046832 -3.072000 -0.610 0.051 -1.443 -0.444
H -0.097005 -7.528764 -1.188742 0.159 -0.109 -0.048 0.167
H -2.074863 -6.710201 -0.323376 -0.014 0.120 0.023 0.221
H -2.899461 -7.380608 -1.720212 -0.274 0.190 -0.090 0.229
H -3.059854 -5.629113 -1.323769 -0.119 -0.022 -0.031 0.232
H -0.576907 -5.079824 -3.831495 0.293 0.234 0.351 0.239
H -2.274727 -5.152727 -3.660775 -0.050 -0.142 0.261 0.231
H -1.444830 -4.086604 -2.565103 0.411 -0.065 0.233 0.222
```
Forces are in eV/Å.

E_HOMO (alpha / beta): -11.34 / -11.34 eV
Charge: +1
Expectation value of S²: 2.00
Multiplicity: 3

=====

# 6
A structure of composition C15H30KO15, computed with the ωB97M-V functional and the def2-TZVPD basis.

The geometry in XYZ format:
```
61
Properties=species:S:1:pos:R:3:forces:R:3:nbo_charge:R:1
K 0.167566 -0.529466 -0.017709 0.088 -0.193 0.143 0.960
C 0.060601 3.371027 3.488612 -0.639 -0.004 -0.074 -0.254
O -0.172654 2.296787 2.546781 0.463 -0.114 0.050 -0.502
C -1.062825 2.444913 1.583059 -0.374 0.234 0.122 1.014
O -1.090221 1.730983 0.610593 0.082 -0.212 -0.177 -0.692
O -1.921040 3.427908 1.824202 0.266 0.156 0.030 -0.508
C -2.872728 3.754996 0.807563 -0.466 0.278 0.015 -0.262
H 0.805482 3.007933 4.184465 0.153 -0.035 -0.083 0.206
H -0.859288 3.599846 4.023015 0.052 -0.002 0.026 0.204
H 0.393756 4.256664 2.954102 0.142 -0.004 0.051 0.198
H -2.956894 4.839321 0.796773 0.114 -0.024 -0.007 0.208
H -3.844728 3.353138 1.092281 0.076 -0.149 -0.049 0.195
H -2.576864 3.388885 -0.169859 0.123 -0.092 0.052 0.206
C 4.851410 0.436433 -0.235390 0.162 0.344 -0.219 -0.257
O 4.621586 0.683926 1.157931 0.228 -0.157 0.061 -0.478
C 3.547106 0.108441 1.664133 -0.110 0.119 0.091 1.002
O 2.672937 -0.433335 1.026233 -0.213 -0.032 -0.020 -0.707
O 3.577714 0.225518 2.983329 0.080 0.028 -0.006 -0.482
C 2.424971 -0.242386 3.693489 0.170 0.153 0.105 -0.260
H 4.645084 -0.601175 -0.476420 -0.095 0.005 -0.089 0.206
H 5.893310 0.679023 -0.426053 0.041 -0.099 0.204 0.206
H 4.250396 1.116141 -0.839701 -0.219 -0.189 0.042 0.184
H 1.698625 0.567043 3.747066 -0.137 -0.089 -0.049 0.187
H 2.783214 -0.483564 4.689374 -0.048 -0.029 0.021 0.207
H 1.996640 -1.117266 3.214314 -0.016 -0.015 -0.026 0.198
C 2.725460 0.362130 -3.885607 -0.844 0.094 -0.320 -0.254
O 2.702692 -1.064072 -3.984616 0.223 0.213 -0.094 -0.481
C 2.342513 -1.708962 -2.889370 0.208 -0.047 0.287 1.006
O 2.118454 -1.194748 -1.812946 -0.339 -0.022 -0.186 -0.707
O 2.314796 -3.000638 -3.154658 -0.344 -0.244 -0.134 -0.480
C 1.569934 -3.809850 -2.229982 0.581 0.289 0.849 -0.262
H 1.810176 0.703854 -3.395247 0.203 0.001 0.162 0.185
H 2.672660 0.709872 -4.913918 0.355 0.053 0.014 0.204
H 3.598573 0.743751 -3.367517 0.132 -0.130 0.018 0.193
H 1.688057 -4.835824 -2.551410 -0.279 -0.003 -0.290 0.212
H 0.543283 -3.454477 -2.169840 -0.110 -0.235 -0.256 0.200
H 2.005724 -3.736495 -1.226296 0.010 0.084 -0.179 0.189
C -4.286784 -0.765646 1.783487 -0.291 0.131 -0.529 -0.259
O -3.800251 -1.525053 2.883488 0.091 -0.006 0.197 -0.476
C -2.480346 -1.655386 2.938826 -0.155 -0.086 -0.041 1.001
O -1.709190 -1.227016 2.115931 0.537 0.197 -0.346 -0.701
O -2.166435 -2.332860 4.023559 -0.435 -0.189 0.319 -0.478
C -0.799629 -2.540701 4.342012 0.539 -0.069 0.043 -0.256
H -3.748671 0.174935 1.675652 0.055 -0.016 0.089 0.188
H -5.339692 -0.574224 1.968218 0.043 -0.032 0.204 0.208
H -4.209686 -1.324066 0.848199 0.161 -0.063 0.103 0.190
H -0.384700 -1.662698 4.838913 -0.058 0.070 -0.119 0.186
H -0.202134 -2.790790 3.465670 -0.134 0.093 -0.075 0.192
H -0.761725 -3.374119 5.037194 -0.163 -0.002 -0.009 0.212
C -3.331828 0.484598 -2.353274 0.029 0.130 0.311 -0.257
O -2.380730 0.276631 -3.399352 0.154 0.056 -0.197 -0.510
C -1.460861 -0.661461 -3.196997 -0.138 -0.059 -0.125 1.005
O -1.305213 -1.289354 -2.176477 -0.041 0.073 0.247 -0.686
O -0.695115 -0.872068 -4.248701 0.451 0.086 -0.120 -0.494
C -0.826543 -0.056822 -5.428195 -0.219 0.408 0.141 -0.258
H -4.119984 -0.257883 -2.446964 -0.054 0.006 0.126 0.199
H -3.724611 1.487779 -2.484570 -0.075 -0.034 -0.193 0.202
H -2.849600 0.432800 -1.378264 -0.030 -0.144 -0.016 0.201
H 0.061686 -0.230333 -6.023557 -0.060 -0.316 -0.068 0.210
H -0.858222 1.004409 -5.178222 -0.034 -0.095 0.137 0.194
H -1.745204 -0.316966 -5.947358 0.108 -0.071 -0.164 0.203
```
Forces are in eV/Å.

E_HOMO: -13.46 eV
Energy above the lowest of the compared OMol25 structures with the same formula, charge and spin: 0.0000 eV
Charge: +1

=====

no.,maximum force (eV/A),energy (eV)
1,0.75,-9267.393
2,6.28,-8706.547
3,4.65,-12541.866
4,0.74,-9270.259
5,1.57,-26194.904
6,1.07,-63076.235